A 2-piece molecular cluster, C22H38BN2O7S overall in a non-equilibrium geometry. Source: the Open Molecules 2025 dataset; level of theory: ωB97M-V/def2-TZVPD.

The geometry in XYZ format:
```
71
Properties=species:S:1:pos:R:3
C 3.4815 2.9851 3.4780
C 2.7949 2.7377 2.2520
C 1.8852 2.2159 0.9594
C 0.3573 2.7944 0.8207
O -0.4704 3.3243 1.7252
N 0.0730 2.5294 -0.6527
C 1.3136 2.0874 -1.4561
O 1.3793 3.2088 -2.4512
B 1.0782 0.7979 -2.4873
O 2.0951 0.6260 -3.5609
O -0.1023 -0.0782 -2.3506
C 0.2672 -1.4205 -1.8747
C 0.8440 -2.3580 -3.1138
C 2.6831 2.0589 -0.4980
S 3.5250 0.3776 -0.2416
C 3.8124 3.2448 -0.8046
C 4.6000 3.0528 -2.2291
C 5.9390 2.0680 -2.1286
O 6.5677 2.0820 -0.7990
C 7.6180 1.0616 -0.6617
C 7.5683 -0.4806 -1.2144
O 8.7231 1.4363 0.0407
H 3.7778 2.9890 4.6324
H 1.6859 1.0780 1.2293
H -0.7724 1.9292 -0.7836
H 0.4589 3.6355 -2.4302
H 2.6999 -0.1534 -3.3740
H -0.7353 -1.9354 -1.4982
H 1.0502 -1.4113 -0.9968
H 2.0151 -2.4460 -2.9378
H 0.3685 -3.4409 -3.1160
H 0.7079 -1.7885 -4.1273
H 3.7993 -0.2004 -1.4912
H 4.4996 3.3711 0.1346
H 3.1866 4.2576 -0.8874
H 4.9328 4.1115 -2.6679
H 3.9116 2.5833 -3.0838
H 6.7081 2.4313 -2.9649
H 5.5437 0.9895 -2.4498
H 8.3636 -1.1141 -0.5887
H 6.5159 -0.9904 -1.0092
H 7.8765 -0.5931 -2.3403
C -4.0393 -0.1726 3.1196
C -3.4758 -0.9501 1.8979
C -3.9909 -0.3056 0.5805
C -5.4583 -0.6076 0.2889
C -5.7332 -2.1069 0.3432
C -5.2553 -2.7686 1.6629
N -3.8410 -2.4039 2.0127
O -2.9903 -3.1261 1.1550
C -6.2071 -2.3753 2.8216
C -5.4620 -4.3146 1.5396
C -1.9326 -0.7082 1.9865
H -5.0371 0.2334 2.9469
H -4.0695 -0.8028 4.0166
H -3.4158 0.6934 3.3762
H -3.3914 -0.6628 -0.2680
H -3.8502 0.7818 0.6136
H -6.1066 -0.0765 0.9931
H -5.7165 -0.2259 -0.7064
H -6.8089 -2.2761 0.2039
H -5.2395 -2.5817 -0.5141
H -5.8401 -2.7592 3.7809
H -7.2094 -2.7980 2.6675
H -6.3632 -1.3029 2.9197
H -4.9359 -4.7472 0.6820
H -6.5231 -4.5573 1.3997
H -5.1246 -4.8318 2.4468
H -1.5188 -1.1392 2.9059
H -1.7050 0.3648 1.9928
H -1.3860 -1.1261 1.1338
```

Its expectation value of S² is 0.75. Its gap between HOMO and LUMO (alpha / beta) is 9.08 / 9.14 eV. As for the spin multiplicity: 2. For the HOMO energy (alpha / beta), the calculation gives -9.24 / -9.55 eV. For the lowest unoccupied orbital energy (alpha / beta), the calculation gives -0.16 / -0.41 eV.

Löwdin population analysis, charges in e, atoms 1 to 6: C 0.0687; C -0.0345; C -0.2073; C -0.2133; O -0.0173; N 0.0953

=====

C20H26AsF5MnN4OS2Se as an isolated structure. Source: the Open Molecules 2025 dataset; level of theory: ωB97M-V/def2-TZVPD.

The geometry in XYZ format:
```
61
Properties=species:S:1:pos:R:3
Mn -0.2300 0.5269 0.6461
C 5.0895 0.2473 1.1553
C 3.9553 -0.1765 2.0061
N 3.9807 -1.0861 2.9251
N 2.6966 -1.1480 3.3888
C 1.8679 -0.3073 2.7774
S 0.2146 -0.0542 3.0273
N 2.6751 0.3336 1.8900
N 2.1855 1.3118 1.0336
H 5.9915 -0.2480 1.5034
H 5.2349 1.3269 1.2029
H 4.9091 -0.0319 0.1158
H 2.4494 -1.8054 4.1103
H 2.4691 2.2329 1.3477
H 2.4931 1.1287 0.0832
Se -0.1689 1.3374 -1.6790
C -0.0092 -0.1909 -2.8210
C -0.9493 -1.2151 -2.7935
C -0.7924 -2.3255 -3.6075
C 0.2957 -2.4111 -4.4673
C 1.2232 -1.3806 -4.5090
C 1.0766 -0.2730 -3.6846
H -1.7948 -1.1506 -2.1197
H -1.5229 -3.1236 -3.5726
H 0.4169 -3.2768 -5.1045
H 2.0714 -1.4399 -5.1781
H 1.8161 0.5171 -3.7005
C -0.5561 4.8973 2.0634
S -1.5670 3.6862 1.2318
C -1.5154 4.3740 -0.4139
O -0.6988 2.4415 1.2302
H -1.0744 5.8553 2.0369
H 0.4085 4.9622 1.5626
H -0.4380 4.5687 3.0935
H -2.0741 5.3100 -0.3932
H -2.0013 3.6632 -1.0790
H -0.4839 4.5359 -0.7233
F -1.1331 -2.4065 1.2007
C -0.0286 -2.4501 0.4264
C 0.6100 -1.2793 0.0515
C 1.7537 -1.4735 -0.7051
F 2.5221 -0.4220 -1.1001
C 2.2152 -2.7121 -1.1125
F 3.3230 -2.8191 -1.8443
C 1.5163 -3.8482 -0.7426
F 1.9345 -5.0478 -1.1211
C 0.3859 -3.7145 0.0434
F -0.2904 -4.7964 0.4239
C -4.0116 1.3762 -0.0525
As -2.9393 -0.0079 0.8047
C -3.6230 0.0672 2.6266
C -3.8693 -1.5851 0.1503
H -5.0621 1.0885 -0.0667
H -3.6595 1.5226 -1.0733
H -3.9177 2.3095 0.5020
H -4.6909 0.2818 2.6328
H -3.0942 0.8395 3.1844
H -3.4456 -0.8929 3.1093
H -4.9318 -1.4983 0.3752
H -3.4639 -2.4724 0.6301
H -3.7441 -1.6721 -0.9282
```

Its expectation value of S² is 6.29. Its gap between HOMO and LUMO (alpha / beta) is 6.28 / 8.44 eV. Its relative energy (zero: lowest compared OMol25 entry of this formula, charge and spin) is 2.26 kcal/mol. As for the spin multiplicity: 5. The net charge is +1. For the HOMO energy (alpha / beta), the calculation gives -10.65 / -10.85 eV. For the lowest unoccupied orbital energy (alpha / beta), the calculation gives -4.37 / -2.41 eV.

Löwdin population analysis, charges in e, atoms 1 to 6: Mn 0.3030; C 0.0172; C -0.3109; N 0.1514; N 0.0612; C -0.7122